[1]
This record from OMol25 describes C11H11BBrF5INNaO5P as an isolated structure in a non-equilibrium geometry. The level of theory is ωB97M-V/def2-TZVPD.

**HOMO**: -0.2945 hartree
**Total energy**: -129424.8641 eV
**Total charge**: 0
**Gap between HOMO and LUMO**: 5.9 eV
**Spin multiplicity**: 1
**LUMO**: -2.122 eV
**ΔE to the lowest compared entry with this formula, charge and spin**: 0.00 kJ/mol

Each line ends with the natural charge from an NBO analysis.
Element x y z (Å)
C  1.27992  -2.64337  2.23518  -0.2757
C  1.19471  -1.61429  1.60424  0.0317
C  0.98550  -0.35428  0.80635  -0.2143
B  2.44414  0.30009  0.77262  1.2268
O  2.72150  1.25965  1.72422  -0.9241
O  3.40813  -0.09885  -0.11212  -0.7355
C  4.15942  0.94245  -0.73616  -0.2440
O  0.10339  0.39628  1.57651  -0.7861
P  -1.51832  0.46324  0.97643  1.5400
C  -2.04755  1.38527  2.56221  -0.9543
Br  -2.09662  -1.58655  2.02995  -0.4009
I  -0.76316  2.74752  0.02574  -0.3242
C  -3.34244  0.64934  0.21548  0.3574
F  -4.21509  -0.18174  0.76468  -0.3294
F  -3.84166  1.84912  0.44775  -0.3200
C  -3.48883  0.35476  -1.29683  0.9112
F  -2.63678  0.98461  -2.04126  -0.3022
F  -3.47321  -0.91503  -1.55517  -0.3090
F  -4.69334  0.77963  -1.68359  -0.3296
O  -1.03884  -0.40021  -0.40329  -0.8150
C  0.28793  -0.66612  -0.54954  0.4173
C  0.71922  0.17114  -1.76892  -0.2427
C  -0.01153  0.10062  -2.85996  -0.3313
N  0.47361  -2.12903  -0.85643  -0.6734
C  1.52599  -2.39090  -1.41996  0.8770
O  2.54610  -2.69936  -1.92320  -0.4704
H  1.36901  -3.56510  2.72602  0.2257
H  2.49489  2.13885  1.40222  0.5154
H  5.19616  0.92401  -0.42782  0.1936
H  4.07460  0.79610  -1.80688  0.1864
H  3.78280  1.94119  -0.52309  0.1761
H  -1.23954  1.26384  3.27301  0.2416
H  -2.14875  2.44505  2.40254  0.2387
H  -2.92628  0.93630  3.01485  0.2309
H  1.61624  0.76706  -1.76522  0.2168
H  -0.56736  -0.81229  -3.01075  0.1887
H  -0.12502  0.92461  -3.54208  0.2207
Na  -0.20894  -4.46361  -0.27773  0.9862

[2]
This record from OMol25 describes C22H23ClCoF6IN6O7S2 as an isolated structure. The level of theory is ωB97M-V/def2-TZVPD.

**HOMO (alpha / beta)**: -0.3695 / -0.3697 hartree
**Total energy**: -142681.0582 eV
**Total charge**: +1
**Gap between HOMO and LUMO (alpha / beta)**: 7.0 / 7.0 eV
**Spin multiplicity**: 2
**LUMO (alpha / beta)**: -3.069 / -3.063 eV
**ΔE to the lowest compared entry with this formula, charge and spin**: 0.00 kJ/mol

Each line ends with the natural charge from an NBO analysis.
Element x y z (Å)
Co  -0.09880  -0.03928  0.08087  1.3449
Cl  -1.16070  3.24356  6.03542  0.0188
C  -0.48419  2.55231  4.59619  -0.0526
C  0.82775  2.77731  4.28475  -0.2190
C  1.40654  2.22122  3.13146  -0.2203
I  3.41756  2.54196  2.68807  0.1787
C  0.67919  1.43615  2.25136  0.2673
O  1.18146  0.87124  1.17914  -0.7878
C  -0.69552  1.21638  2.59158  0.1506
N  -1.39079  0.44230  1.71656  -0.5348
C  -2.66045  0.18973  1.94022  0.0502
C  -3.33335  0.68303  3.07147  -0.2573
C  -2.65246  1.45624  3.97157  -0.1201
C  -1.28920  1.75809  3.75183  -0.1169
H  1.42888  3.39552  4.93832  0.2486
H  -3.16735  -0.43417  1.20946  0.2142
H  -4.37893  0.44686  3.21687  0.2353
H  -3.14593  1.84659  4.85271  0.2448
F  -1.88694  -0.47966  -3.28829  -0.3035
C  -2.49290  -1.57529  -2.84917  0.7412
F  -3.60531  -1.21969  -2.20651  -0.3059
F  -2.79198  -2.36404  -3.86178  -0.2868
S  -1.45099  -2.49651  -1.62144  2.2495
O  -1.39794  -1.55891  -0.48779  -1.0242
O  -2.17259  -3.69876  -1.36818  -0.8982
N  -0.03769  -2.84349  -2.21687  -1.2174
S  1.11527  -1.76950  -2.43896  2.2523
O  2.37940  -2.25819  -1.99141  -0.9119
O  0.68501  -0.45203  -2.00441  -0.9868
C  1.25673  -1.78833  -4.28691  0.7474
F  2.15908  -0.92230  -4.70612  -0.2931
F  1.62256  -3.01921  -4.62094  -0.2929
F  0.08079  -1.50487  -4.83698  -0.3048
N  0.97582  -4.47574  2.52825  -0.4944
C  0.11843  -3.47773  3.26114  -0.2391
C  -0.39518  -2.45318  2.26000  -0.2616
N  0.67952  -1.78278  1.53013  -0.6373
C  1.58285  -2.74910  0.90237  -0.2710
C  2.14061  -3.77738  1.87488  -0.2398
H  0.41430  -4.91106  1.79430  0.4353
H  1.29069  -5.21566  3.15149  0.4403
H  0.75107  -3.00750  4.01197  0.2241
H  -0.69385  -4.00227  3.75920  0.2413
H  -0.99673  -1.71887  2.79025  0.2518
H  -1.04625  -2.94235  1.52834  0.2264
H  1.20397  -1.14561  2.12436  0.4076
H  2.40789  -2.22944  0.42329  0.2738
H  1.03816  -3.27308  0.11125  0.2196
H  2.72621  -3.31253  2.66565  0.2250
H  2.75344  -4.51338  1.35796  0.2459
O  3.07697  1.85521  -2.78195  -0.7194
C  2.30243  2.45963  -3.80428  0.0774
N  2.01673  3.84971  -3.56459  -0.6300
C  0.97551  4.38487  -2.86015  0.6638
O  0.86561  5.57878  -2.67658  -0.5721
C  -0.07427  3.44923  -2.32088  -0.1891
C  -1.40847  3.71863  -2.59583  -0.0489
C  -2.38856  2.92822  -2.02179  -0.2524
C  -2.00277  1.90575  -1.17731  0.0547
N  -0.72260  1.64734  -0.90604  -0.5031
C  0.22973  2.40209  -1.46919  0.0706
H  3.95758  2.24313  -2.77329  0.4758
H  1.37226  1.90009  -3.83946  0.1902
H  2.79702  2.38107  -4.77172  0.1816
H  2.68906  4.53608  -3.87359  0.4113
H  -1.66530  4.55408  -3.23523  0.2365
H  -3.43791  3.10930  -2.21018  0.2371
H  -2.73629  1.26683  -0.69991  0.2083
H  1.25612  2.16336  -1.21496  0.2504

[3]
This record from OMol25 describes a 2-piece molecular cluster, C22H23N2O9 overall in a non-equilibrium geometry. The level of theory is ωB97M-V/def2-TZVPD.

**HOMO**: -0.0565 hartree
**Total energy**: -44589.4270 eV
**Total charge**: -1
**Gap between HOMO and LUMO**: 3.7 eV
**Spin multiplicity**: 1
**LUMO**: 2.199 eV
**ΔE to the lowest compared entry with this formula, charge and spin**: 378.77 kJ/mol

Each line ends with the natural charge from an NBO analysis.
Element x y z (Å)
C  -2.72004  -1.53424  2.17111  -0.2649
O  -1.64599  -0.87608  1.44155  -0.4668
C  -1.77484  0.07662  0.54211  0.3587
C  -0.49233  0.85321  0.37120  0.7537
O  -0.40174  1.95091  -0.12893  -0.6179
O  0.53040  0.18220  0.92676  -0.5134
C  1.81550  0.81669  0.82140  -0.2558
C  -2.94303  1.00707  0.72445  0.7275
O  -2.80512  2.17772  1.03512  -0.5463
O  -4.15934  0.41599  0.69804  -0.4924
C  -5.29269  1.27457  0.91386  -0.2540
H  -2.52536  -2.59691  2.01381  0.2218
H  -2.58526  -1.27155  3.22707  0.1732
H  -3.71541  -1.25852  1.80196  0.2186
H  2.54639  0.00850  0.84218  0.1915
H  1.87284  1.36615  -0.12559  0.2094
H  1.97423  1.50400  1.66164  0.1694
H  -6.16996  0.63843  0.79096  0.1940
H  -5.27636  1.70364  1.91746  0.1811
H  -5.29900  2.07673  0.17353  0.2054
C  4.75475  -3.26373  2.85604  -0.2349
C  3.61190  -3.81098  3.45938  -0.2163
C  2.44916  -4.00603  2.70421  -0.2374
C  2.41702  -3.64190  1.35174  0.0636
C  1.16656  -3.81173  0.54816  -0.1182
O  0.79556  -2.49777  0.02254  -0.5182
C  -0.49392  -2.44159  -0.36476  0.8289
N  -0.78996  -1.11879  -0.88864  -0.3706
N  -1.84260  -1.15459  -1.59859  -0.5009
C  -2.23274  0.15551  -2.07162  0.7752
O  -3.41550  0.41925  -2.24089  -0.7339
O  -1.19093  0.96132  -2.32035  -0.5364
C  -1.56227  2.24616  -2.88536  -0.1123
C  -0.33839  3.08752  -2.78186  0.0814
C  -0.33088  4.21211  -1.95052  -0.2130
C  0.81280  4.99602  -1.82546  -0.2102
C  1.98058  4.64221  -2.51774  -0.2394
C  1.97689  3.50583  -3.33901  -0.2233
C  0.82174  2.73483  -3.47615  -0.2299
O  -1.30702  -3.33365  -0.20851  -0.6860
C  3.55732  -3.11375  0.74789  -0.2338
C  4.72485  -2.93294  1.49346  -0.2024
H  5.66408  -3.10717  3.44872  0.2062
H  3.62142  -4.08294  4.51981  0.2059
H  1.55233  -4.44250  3.14800  0.2109
H  1.32806  -4.49238  -0.30205  0.1855
H  0.33624  -4.17778  1.15767  0.2077
H  -1.84866  2.06245  -3.92969  0.1842
H  -2.40499  2.65576  -2.31730  0.2054
H  -1.24209  4.43424  -1.39307  0.2170
H  0.78764  5.87219  -1.17268  0.2009
H  2.88315  5.24889  -2.41268  0.2006
H  2.88329  3.21074  -3.87547  0.2018
H  0.80219  1.84313  -4.10675  0.2182
H  3.52613  -2.85275  -0.31006  0.2250
H  5.61339  -2.52029  1.01188  0.2059

[4]
This record from OMol25 describes a 5-piece molecular cluster, C15H33BO16S4 overall in a non-equilibrium geometry. The level of theory is ωB97M-V/def2-TZVPD.

**HOMO**: -0.3776 hartree
**Total energy**: -92862.3371 eV
**Total charge**: 0
**Gap between HOMO and LUMO**: 10.7 eV
**Spin multiplicity**: 1
**SMILES**: O=S1(=O)OCCO1.O=S1(=O)OCCO1.O=S1(=O)OCCO1.O=S1(=O)OCCO1.BCCCCCCC
**LUMO**: 0.422 eV

Each line ends with the natural charge from an NBO analysis.
Element x y z (Å)
O  1.11840  -5.83774  5.28864  -0.8876
S  0.82073  -4.96654  6.37839  2.5268
O  -0.27177  -4.05182  6.34627  -0.8876
O  2.16674  -4.15993  6.76160  -0.6821
C  2.50497  -4.40021  8.13077  -0.0993
C  1.95958  -5.78378  8.43228  -0.1026
O  0.71466  -5.84432  7.73041  -0.6787
H  2.01708  -3.63912  8.74395  0.1930
H  3.58210  -4.34104  8.26800  0.2130
H  1.80368  -5.94757  9.49553  0.2146
H  2.61429  -6.56340  8.03537  0.1940
O  0.17730  6.01588  -2.35113  -0.9123
S  0.78586  6.15325  -1.06659  2.5318
O  1.21420  7.41215  -0.55530  -0.8806
O  2.01128  5.10519  -0.98530  -0.6834
C  1.81714  4.21345  0.11797  -0.1011
C  0.31274  4.12422  0.28584  -0.1057
O  -0.16596  5.44955  0.03012  -0.6782
H  2.28840  4.65032  1.00122  0.1932
H  2.26693  3.24597  -0.09268  0.2207
H  0.02230  3.80058  1.28227  0.2177
H  -0.12797  3.45430  -0.45684  0.1990
O  1.40523  1.15295  -3.65074  -0.8951
S  0.42866  1.51466  -4.62683  2.5364
O  -0.51098  0.57535  -5.14802  -0.9134
O  1.18108  2.23399  -5.85822  -0.6830
C  0.64454  3.55050  -6.05432  -0.1048
C  0.17048  3.98627  -4.68117  -0.1020
O  -0.38436  2.80039  -4.09480  -0.6833
H  -0.18762  3.48149  -6.75933  0.2027
H  1.40694  4.21225  -6.45774  0.2144
H  -0.57749  4.77236  -4.72732  0.2266
H  1.00356  4.31559  -4.05880  0.2023
O  -3.84477  1.47718  -10.45920  -0.8905
S  -3.25632  1.62284  -9.16770  2.5286
O  -2.82406  2.88630  -8.66488  -0.8990
O  -2.04211  0.56858  -9.04311  -0.6838
C  -2.26678  -0.30014  -7.92493  -0.1103
C  -3.77450  -0.37771  -7.78324  -0.1016
O  -4.23338  0.94730  -8.07381  -0.6814
H  -1.80913  0.15124  -7.04421  0.2194
H  -1.81801  -1.27359  -8.10820  0.2106
H  -4.08389  -0.67709  -6.78521  0.2163
H  -4.20877  -1.05920  -8.51915  0.1898
B  -1.12259  -2.36678  -0.26000  0.4927
C  -0.68032  -3.54755  0.71655  -0.8005
C  0.02199  -3.11497  2.03952  -0.3776
C  -0.60506  -1.82267  2.69380  -0.4142
C  -0.26895  -1.83393  4.21519  -0.4029
C  0.36970  -0.55332  4.82801  -0.4035
C  0.22695  0.74913  4.00962  -0.4033
C  1.46078  0.82600  3.03573  -0.6076
H  -1.54869  -2.54313  -1.36010  -0.0953
H  -1.02169  -1.22525  0.07210  -0.1057
H  0.04398  -4.17088  0.15238  0.2466
H  -1.55737  -4.19262  0.91025  0.2472
H  -0.08949  -3.93797  2.76164  0.2021
H  1.09588  -2.90138  1.91371  0.1932
H  -1.69354  -1.95175  2.57331  0.1974
H  -0.20937  -0.98352  2.11729  0.2064
H  -1.17617  -2.12222  4.76349  0.2161
H  0.43076  -2.66273  4.38838  0.2017
H  1.42755  -0.74388  5.07182  0.1962
H  -0.11387  -0.38018  5.80760  0.2056
H  0.32385  1.64216  4.64521  0.2024
H  -0.67975  0.79488  3.39463  0.2046
H  1.65738  -0.17568  2.61416  0.2013
H  2.37583  1.08053  3.59065  0.2055
H  1.28118  1.48681  2.17520  0.1880

[5]
This record from OMol25 describes C12H32MnN2O10S2 as an isolated structure in a non-equilibrium geometry. The level of theory is ωB97M-V/def2-TZVPD.

**HOMO (alpha / beta)**: -0.2845 / -0.3201 hartree
**Total energy**: -89406.8904 eV
**Total charge**: 0
**Gap between HOMO and LUMO (alpha / beta)**: 8.2 / 9.2 eV
**Spin multiplicity**: 6
**LUMO (alpha / beta)**: 0.445 / 0.444 eV
**ΔE to the lowest compared entry with this formula, charge and spin**: 0.00 kJ/mol

Each line ends with the natural charge from an NBO analysis.
Element x y z (Å)
Mn  7.79286  23.28249  -20.32362  1.4618
N  9.60621  23.05103  -18.37991  0.7143
O  9.92606  23.75565  -19.37757  -0.5397
O  10.42719  22.60658  -17.59662  -0.4339
O  8.35749  22.78046  -18.25559  -0.5886
O  8.12870  23.94950  -22.11256  -1.2664
H  8.82379  24.19850  -22.72469  0.4646
C  3.56567  22.53695  -18.86861  -0.6386
C  5.01072  22.97584  -19.00443  -0.2346
N  5.70959  22.52033  -20.23372  -0.5187
C  5.72020  21.04136  -20.33135  -0.2205
C  6.25395  20.32184  -19.09601  -0.6339
C  5.03589  22.99997  -21.46909  -0.2273
C  4.85807  24.50281  -21.58444  -0.6248
H  3.45003  21.45351  -18.80076  0.2056
H  2.91026  22.90355  -19.66009  0.2105
H  3.15414  22.94530  -17.94109  0.2232
H  5.04461  24.06337  -18.98342  0.2166
H  5.58545  22.60647  -18.15757  0.2165
H  4.71071  20.67470  -20.57176  0.1797
H  6.32189  20.77737  -21.20267  0.2123
H  5.59480  20.40035  -18.23160  0.2067
H  6.41979  19.26973  -19.31876  0.2182
H  7.20982  20.76172  -18.79328  0.2295
H  4.06248  22.51613  -21.61937  0.1771
H  5.66752  22.70326  -22.31258  0.2243
H  5.80944  25.03074  -21.58949  0.2390
H  4.24924  24.92117  -20.77709  0.1956
H  4.36875  24.74445  -22.52755  0.2218
O  10.49304  20.20314  -22.17742  -0.9188
S  9.64218  20.26660  -21.05198  2.4516
O  8.90222  21.45428  -20.78212  -0.9945
O  8.55775  19.13385  -21.17714  -0.7263
C  9.02226  17.85000  -21.68471  -0.0699
C  7.90485  16.86699  -21.44974  -0.6275
C  10.49190  19.84135  -19.55635  -0.8983
H  9.91926  17.55767  -21.13736  0.1807
H  9.22942  17.96246  -22.74476  0.2081
H  8.19837  15.88559  -21.82477  0.2237
H  7.02460  17.18183  -22.01398  0.2206
H  7.62788  16.77888  -20.40180  0.2173
H  9.75295  19.42851  -18.87666  0.2569
H  11.01275  20.72583  -19.20557  0.2859
H  11.18549  19.04033  -19.82012  0.2409
O  7.38140  25.28830  -19.58455  -0.9740
S  7.69789  26.64991  -19.86167  2.4452
O  6.82783  27.43660  -20.66514  -0.9271
O  7.82955  27.32427  -18.44395  -0.7085
C  7.75313  28.75754  -18.40250  -0.0733
C  8.40148  29.22887  -17.12331  -0.6258
C  9.33440  26.71056  -20.47163  -0.9101
H  6.72580  29.10675  -18.52616  0.1982
H  8.26740  29.20573  -19.26426  0.1810
H  9.47915  29.06239  -17.17663  0.2139
H  8.00633  28.70334  -16.25686  0.2239
H  8.25889  30.30356  -17.02010  0.2202
H  9.59687  27.75600  -20.61823  0.2384
H  9.33042  26.14944  -21.40260  0.2827
H  9.98205  26.25585  -19.72651  0.2743

The highest spin multiplicity belongs to which entry?
C12H32MnN2O10S2

total charge of number 4 (C15H33BO16S4)?
0

Which of these has the lowest total energy?
C22H23ClCoF6IN6O7S2